Entry 1:
A structure of composition C4H9N3O at a distorted geometry. Source: OMol25; level of theory: the ωB97M-V functional and the def2-TZVPD basis.

The geometry in ORCA input format:
```
! wB97M-V def2-TZVPD RIJCOSX def2/J DEFGRID3
* xyz 0 1
C -1.76675 0.30073 1.23520
C -0.44080 -0.21720 -0.96079
C -0.56504 0.00594 0.40242
N 2.37334 -0.47691 0.60554
N 0.44210 -1.04851 -1.61402
C 0.56439 0.95204 0.31394
O -1.54109 -0.03499 -1.79745
N 1.66548 0.58437 0.98179
H -2.15971 0.58976 -1.39900
H 3.27434 -0.38087 0.14527
H 2.18346 -1.33556 1.11320
H 0.57256 -0.86681 -2.60067
H 1.31846 -1.24609 -1.14687
H 0.35693 2.03535 0.32416
H -1.54511 1.00632 2.04140
H -2.58975 0.75483 0.67065
H -2.14283 -0.62241 1.68523
*
```

Gap between HOMO and LUMO (alpha / beta), eV: 7.24 / 7.24
Largest force on an atom, eV Å⁻¹: 6.9
HOMO level (alpha / beta), eV: -7.11 / -7.11
Energy above the lowest of the compared OMol25 structures with the same formula, charge and spin, kcal per mole: 148.4

Population analysis type Löwdin, resulting atomic charges in e:
1 C -0.063
2 C -0.401
3 C -0.245
4 N -0.086
5 N 0.157
6 C -0.138
7 O 0.053
8 N -0.077
9 H 0.094
10 H 0.090
11 H 0.092
12 H 0.106
13 H 0.075
14 H 0.116
15 H 0.081
16 H 0.064
17 H 0.082

***

Entry 2:
The molecule C4H9N3O at a distorted geometry. Source: OMol25; level of theory: the ωB97M-V functional and the def2-TZVPD basis.

The geometry in ORCA input format:
```
! wB97M-V def2-TZVPD RIJCOSX def2/J DEFGRID3
* xyz 0 1
C 1.53354 1.72494 0.00549
C -0.49446 0.31940 -0.04270
C -2.52099 -0.73735 0.03784
C 1.76625 -1.95884 -0.01074
H 2.01861 1.48877 0.94867
H 1.80263 1.03101 -0.90653
H 1.63029 2.92460 -0.24348
H -0.48068 2.23683 0.17093
H -2.80024 -1.28049 -0.91810
H -3.48102 -0.42985 0.89434
H -1.91706 -1.50900 0.74020
H 2.80844 -1.94502 0.14968
H 1.18405 -3.04318 -0.12469
N 0.15493 1.52976 0.07396
N 0.05636 -0.76190 -0.01642
N 1.42157 -0.71318 0.02226
O -1.73764 0.50683 -0.15111
*
```

Gap between HOMO and LUMO, eV: 9.18
Largest force on an atom, eV Å⁻¹: 6.2
HOMO level, eV: -8.25
SMILES: C=N/N=C(\NC)OC
Energy above the lowest of the compared OMol25 structures with the same formula, charge and spin, kcal per mole: 134.4

Population analysis type Löwdin, resulting atomic charges in e:
1 C -0.150
2 C -0.589
3 C -0.057
4 C -0.050
5 H 0.067
6 H 0.114
7 H 0.133
8 H 0.095
9 H 0.089
10 H 0.159
11 H 0.107
12 H 0.028
13 H 0.134
14 N -0.004
15 N 0.023
16 N -0.074
17 O -0.024

***

Entry 3:
The molecule C4H9N3O2 at a distorted geometry. Source: OMol25; level of theory: the ωB97M-V functional and the def2-TZVPD basis.

The geometry in ORCA input format:
```
! wB97M-V def2-TZVPD RIJCOSX def2/J DEFGRID3
* xyz 0 1
C 2.14588 0.85309 0.26288
C 0.73488 -1.12261 -0.09793
C 0.83313 -2.20531 0.91937
C -0.99923 0.48186 -0.83372
H 3.08232 1.06157 -0.14937
H 1.54595 1.80837 0.34999
H 2.08650 0.25084 1.32746
H -0.22194 -2.33401 1.54519
H 1.66955 -2.83460 0.49438
H -0.94596 -0.44239 1.05539
H 0.49718 0.36245 -1.97388
H -2.55638 2.12527 -0.76868
H -3.34445 0.05362 0.62903
N -0.46429 -0.49158 0.00197
N -0.52852 0.76382 -2.08946
N -2.35408 1.01825 -0.62906
O 1.60649 -0.21780 -0.70653
O -2.78701 0.86917 0.66298
*
```

Gap between HOMO and LUMO, eV: 8.08
Largest force on an atom, eV Å⁻¹: 7.5
HOMO level, eV: -8.12
SMILES: [H]/N=C(/NO)NC(=C)OC
Energy above the lowest of the compared OMol25 structures with the same formula, charge and spin, kcal per mole: 184.8

Population analysis type Löwdin, resulting atomic charges in e:
1 C 0.022
2 C -0.401
3 C 0.049
4 C -0.415
5 H 0.052
6 H 0.095
7 H 0.143
8 H 0.114
9 H 0.058
10 H 0.210
11 H 0.053
12 H 0.199
13 H 0.118
14 N 0.029
15 N 0.065
16 N -0.071
17 O -0.197
18 O -0.122

***

Entry 4:
The molecule C4H9N3O2 at a distorted geometry. Source: OMol25; level of theory: the ωB97M-V functional and the def2-TZVPD basis.

The geometry in ORCA input format:
```
! wB97M-V def2-TZVPD RIJCOSX def2/J DEFGRID3
* xyz 0 1
C -0.16625 -0.82940 -1.86547
C 0.17272 0.36655 -1.05067
C -1.42377 0.02510 0.85283
C 1.54510 0.15313 -0.30906
H -1.21159 -0.81324 -2.05856
H 0.42874 -0.72161 -2.76974
H 0.06426 -1.77407 -1.42801
H 0.21850 1.22110 -1.68565
H -1.50683 1.40700 -0.57906
H 0.15062 -1.35442 1.02147
H -1.00576 -1.62772 2.11316
H -2.98150 1.17125 0.86574
H 1.06685 1.37169 1.12768
N -0.88218 0.78288 -0.16639
N -0.70436 -1.01361 1.36919
N -2.57226 0.36877 1.33203
O 1.80168 0.85287 0.78639
O 2.33851 -0.62020 -0.80097
*
```

Gap between HOMO and LUMO, eV: 9.38
Largest force on an atom, eV Å⁻¹: 2.4
HOMO level, eV: -8.91
SMILES: [H]/N=C(/N)N[C@H](C)C(=O)O
Energy above the lowest of the compared OMol25 structures with the same formula, charge and spin, kcal per mole: 12.6

Population analysis type Löwdin, resulting atomic charges in e:
1 C -0.042
2 C -0.294
3 C -0.563
4 C -0.486
5 H 0.082
6 H 0.095
7 H 0.077
8 H 0.146
9 H 0.113
10 H 0.072
11 H 0.115
12 H 0.024
13 H 0.117
14 N 0.045
15 N 0.169
16 N 0.081
17 O 0.140
18 O 0.109

***

Entry 5:
A cluster of 2 separate species, C4H9N3O2 in total at a distorted geometry. Source: OMol25; level of theory: the ωB97M-V functional and the def2-TZVPD basis.

The geometry in ORCA input format:
```
! wB97M-V def2-TZVPD RIJCOSX def2/J DEFGRID3
* xyz 0 1
C -0.71874 -1.45939 0.74950
N -0.00913 -0.69847 1.60127
N -0.08465 -2.58156 0.30943
O -1.63629 -0.98013 0.03334
H 0.67209 -2.96789 0.84488
H 0.92316 -0.16799 1.00051
H -0.50935 0.12007 1.92044
H -0.59942 -3.19219 -0.30184
C 0.00332 2.05972 -0.14327
N -1.23077 1.56617 -0.13839
C 1.14105 0.96654 -0.38088
C 1.03048 0.25155 -1.51542
O 0.37269 3.19591 0.06556
H -1.49566 0.41796 -0.14620
H -1.92759 2.19995 0.22757
H 2.11540 1.37146 -0.13006
H 1.88479 -0.02306 -2.11753
H 0.06860 -0.07866 -1.87890
*
```

Gap between HOMO and LUMO, eV: 9.66
Largest force on an atom, eV Å⁻¹: 4.2
HOMO level, eV: -9.47
SMILES: C=CC(N)=O.NC(N)=O
Energy above the lowest of the compared OMol25 structures with the same formula, charge and spin, kcal per mole: 44.5

Population analysis type Löwdin, resulting atomic charges in e:
1 C -0.631
2 N 0.094
3 N 0.180
4 O -0.021
5 H 0.105
6 H 0.176
7 H 0.084
8 H 0.112
9 C -0.589
10 N 0.125
11 C -0.142
12 C 0.047
13 O 0.040
14 H 0.083
15 H 0.102
16 H 0.102
17 H 0.065
18 H 0.068

***

Entry 6:
A cluster of 2 separate species, C4H9N3O2 in total at a distorted geometry. Source: OMol25; level of theory: the ωB97M-V functional and the def2-TZVPD basis.

The geometry in ORCA input format:
```
! wB97M-V def2-TZVPD RIJCOSX def2/J DEFGRID3
* xyz 0 1
C -2.48762 -0.58803 -0.41556
C 3.06693 -1.44587 0.04142
C -1.66491 1.41671 0.52007
N 1.95828 -0.55717 0.31224
N -1.51542 0.18120 -0.21792
N 1.19704 -0.08872 -0.90812
C 1.93957 0.74096 -0.14104
O -3.75937 -0.45548 -0.03099
O 2.33416 1.84139 0.03586
H -3.88980 0.36723 0.46335
H 0.17254 -0.11677 -0.78712
H -2.32377 -1.50254 -0.97185
H 3.80360 -1.30309 0.83059
H 2.69708 -2.47013 0.06917
H 3.52986 -1.25206 -0.92999
H -2.33207 2.11275 0.00303
H -0.68078 1.87532 0.59506
H -2.04533 1.24429 1.53181
*
```

Gap between HOMO and LUMO, eV: 9.88
Largest force on an atom, eV Å⁻¹: 1.2
HOMO level, eV: -9.41
SMILES: CN1NC1=O.C/N=C\O
Energy above the lowest of the compared OMol25 structures with the same formula, charge and spin, kcal per mole: 76.9

Population analysis type Löwdin, resulting atomic charges in e:
1 C -0.286
2 C -0.085
3 C -0.100
4 N -0.034
5 N -0.041
6 N 0.158
7 C -0.585
8 O 0.071
9 O 0.125
10 H 0.101
11 H 0.050
12 H 0.133
13 H 0.084
14 H 0.075
15 H 0.084
16 H 0.090
17 H 0.071
18 H 0.089

***

Entry 7:
A cluster of 2 separate species, C4H9N3O2S in total at a distorted geometry. Source: OMol25; level of theory: the ωB97M-V functional and the def2-TZVPD basis.

The geometry in ORCA input format:
```
! wB97M-V def2-TZVPD RIJCOSX def2/J DEFGRID3
* xyz 0 1
C 2.35477 0.65526 -0.54142
C 1.30705 -1.06919 0.77520
C -0.69357 -0.05530 -2.11132
C -1.16650 0.79903 1.42752
N 1.02538 -1.94931 1.58124
N 1.62124 -0.47198 -0.19867
N -1.29967 0.55638 -1.17448
O -1.57419 -1.51436 0.23374
O -3.36318 0.14873 0.25783
S -1.97505 -0.16601 0.14782
H 3.42861 0.30617 -0.84973
H 2.39397 1.29136 0.35247
H 1.90373 1.08780 -1.41131
H -0.22594 0.63388 -2.80370
H -0.71144 -1.07802 -2.05472
H -0.22515 0.39902 1.54393
H -0.88265 1.78155 0.96189
H -2.02892 0.85720 2.10040
H 0.11151 -2.21221 1.76332
*
```

Gap between HOMO and LUMO, eV: 9.68
Largest force on an atom, eV Å⁻¹: 3.7
HOMO level, eV: -9.59
SMILES: C=NS(C)(=O)=O.CN=C=N
Energy above the lowest of the compared OMol25 structures with the same formula, charge and spin, kcal per mole: 75.5

Population analysis type Löwdin, resulting atomic charges in e:
1 C -0.116
2 C -0.348
3 C -0.010
4 C -0.110
5 N 0.167
6 N 0.024
7 N -0.130
8 O -0.302
9 O -0.297
10 S 0.531
11 H 0.123
12 H 0.090
13 H 0.052
14 H 0.090
15 H 0.056
16 H -0.010
17 H 0.088
18 H 0.078
19 H 0.024

***

Entry 8:
The ion C4H9N3O2S with charge +2 at a distorted geometry. Source: OMol25; level of theory: the ωB97M-V functional and the def2-TZVPD basis.

The geometry in ORCA input format:
```
! wB97M-V def2-TZVPD RIJCOSX def2/J DEFGRID3
* xyz 2 1
C -0.95605 -0.09578 -1.76737
C 0.65668 0.06249 0.70504
C -1.65606 0.66634 -0.70257
C 2.25634 0.08915 2.51602
N 0.25770 -0.52551 -1.51770
N -1.59014 -0.38282 -2.87338
N 1.82248 -0.10119 1.10086
O -1.11606 -1.30214 1.08718
O -1.32194 0.97454 2.03945
S -1.14147 0.08741 0.94118
H -1.51433 1.81582 -0.74408
H -2.83915 0.69248 -0.63104
H 2.98595 -0.78931 2.70324
H 1.43702 0.14022 3.28499
H 2.83433 0.98368 2.53124
H 0.80063 -1.03045 -2.27740
H -2.34406 0.12228 -3.37318
H -0.97048 -0.75065 -3.58396
H 2.39860 -0.65657 0.56147
*
```

Gap between HOMO and LUMO (alpha / beta), eV: 7.72 / 7.72
Largest force on an atom, eV Å⁻¹: 4.0
HOMO level (alpha / beta), eV: -19.00 / -19.00
Energy above the lowest of the compared OMol25 structures with the same formula, charge and spin, kcal per mole: 102.8

Population analysis type Löwdin, resulting atomic charges in e:
1 C -0.479
2 C 0.160
3 C -0.118
4 C 0.079
5 N 0.192
6 N 0.229
7 N 0.118
8 O -0.168
9 O -0.172
10 S 0.707
11 H 0.180
12 H 0.195
13 H 0.166
14 H 0.145
15 H 0.109
16 H 0.163
17 H 0.183
18 H 0.146
19 H 0.168

***

Entry 9:
The ion C4H9N3O2S with charge +2 at a distorted geometry. Source: OMol25; level of theory: the ωB97M-V functional and the def2-TZVPD basis.

The geometry in ORCA input format:
```
! wB97M-V def2-TZVPD RIJCOSX def2/J DEFGRID3
* xyz 2 1
C -1.45386 0.94215 0.50038
C 0.57831 -0.26114 0.05036
C -0.75901 2.23653 0.39465
C 2.55038 -1.46008 -0.59464
N -0.78352 -0.18946 0.23722
N -2.71192 0.90204 0.87355
N 1.13163 -1.28749 -0.47272
O -0.12298 1.78575 3.04374
O 1.33453 3.47102 1.85511
S 0.45142 2.38590 1.90511
H -0.10960 2.33058 -0.47581
H -1.43503 3.09154 0.45251
H 2.80398 -1.66642 -1.63597
H 2.86918 -2.32376 -0.00201
H 3.08443 -0.57585 -0.24891
H -1.31695 -1.06397 0.31486
H -3.26189 1.73761 1.03999
H -3.22436 0.03699 1.00817
H 0.59298 -2.05383 -0.89669
*
```

Gap between HOMO and LUMO (alpha / beta), eV: 6.37 / 6.37
Largest force on an atom, eV Å⁻¹: 2.3
HOMO level (alpha / beta), eV: -17.70 / -17.70
Energy above the lowest of the compared OMol25 structures with the same formula, charge and spin, kcal per mole: 47.1

Population analysis type Löwdin, resulting atomic charges in e:
1 C -0.335
2 C -0.044
3 C -0.047
4 C -0.022
5 N 0.118
6 N 0.287
7 N 0.006
8 O -0.162
9 O -0.130
10 S 1.003
11 H 0.130
12 H 0.139
13 H 0.115
14 H 0.117
15 H 0.105
16 H 0.194
17 H 0.169
18 H 0.171
19 H 0.186

***

Entry 10:
A cluster of 2 separate species, C4H9N3O3 in total at a distorted geometry. Source: OMol25; level of theory: the ωB97M-V functional and the def2-TZVPD basis.

The geometry in ORCA input format:
```
! wB97M-V def2-TZVPD RIJCOSX def2/J DEFGRID3
* xyz 0 1
N 1.40776 -1.64604 1.71363
C 0.36757 -0.77761 1.74699
O -0.40731 -0.72545 2.69163
N 0.24409 0.02117 0.61511
C 1.17711 -0.00971 -0.51064
C 0.71693 1.16335 -1.37570
N -0.68468 1.28701 -0.99733
C -0.87366 0.83854 0.34218
O -1.60083 1.39164 1.14438
H 1.51057 -2.26935 2.50083
H 1.93938 -1.86178 0.88423
H 2.21084 0.12163 -0.16962
H 1.09093 -0.96162 -1.05719
H 1.26556 2.08210 -1.12563
H 0.83103 0.95786 -2.44590
H -1.16844 2.14775 -1.22579
H -2.40807 0.04778 -1.41610
O -2.95374 -0.44559 -0.63726
H -2.66504 -1.36168 -0.67781
*
```

Gap between HOMO and LUMO, eV: 9.95
Largest force on an atom, eV Å⁻¹: 3.8
HOMO level, eV: -9.58
SMILES: NC(=O)N1CCNC1=O.O
Energy above the lowest of the compared OMol25 structures with the same formula, charge and spin, kcal per mole: 7.0

Population analysis type Löwdin, resulting atomic charges in e:
1 N 0.171
2 C -0.550
3 O 0.079
4 N 0.054
5 C -0.129
6 C -0.156
7 N 0.033
8 C -0.472
9 O 0.109
10 H 0.117
11 H 0.086
12 H 0.127
13 H 0.125
14 H 0.123
15 H 0.117
16 H 0.145
17 H 0.103
18 O -0.107
19 H 0.026

***

Entry 11:
The molecule C4H9N3S at a distorted geometry. Source: OMol25; level of theory: the ωB97M-V functional and the def2-TZVPD basis.

The geometry in ORCA input format:
```
! wB97M-V def2-TZVPD RIJCOSX def2/J DEFGRID3
* xyz 0 1
C 1.29229 -1.25382 -0.05038
C 0.29512 -0.19807 0.33800
C -1.04421 -0.64638 0.86159
C -0.88791 2.50104 -0.54573
H 2.70623 0.08714 0.06416
H 2.25398 -0.25110 -1.46075
H 0.83311 -1.99985 -0.71476
H 1.53414 -1.81255 0.88590
H -1.47495 0.03854 1.58826
H -0.88525 -1.57922 1.40074
H -3.04504 -1.75920 0.06605
H -0.77670 2.34666 -1.62520
H -1.61722 3.24452 -0.17742
N 2.50837 -0.68167 -0.56815
N 0.67640 1.00682 0.05412
N -0.23755 1.98009 0.42925
S -2.13081 -1.02296 -0.54568
*
```

Gap between HOMO and LUMO, eV: 9.91
Largest force on an atom, eV Å⁻¹: 1.9
HOMO level, eV: -9.34
SMILES: C=N/N=C(/CN)CS
Energy above the lowest of the compared OMol25 structures with the same formula, charge and spin, kcal per mole: 49.5

Population analysis type Löwdin, resulting atomic charges in e:
1 C -0.274
2 C -0.385
3 C -0.499
4 C -0.046
5 H 0.060
6 H 0.073
7 H 0.116
8 H 0.127
9 H 0.074
10 H 0.071
11 H -0.160
12 H 0.079
13 H 0.070
14 N -0.012
15 N 0.035
16 N -0.049
17 S 0.719

***

Entry 12:
A structure of composition C4H9N3S at a distorted geometry. Source: OMol25; level of theory: the ωB97M-V functional and the def2-TZVPD basis.

The geometry in ORCA input format:
```
! wB97M-V def2-TZVPD RIJCOSX def2/J DEFGRID3
* xyz 0 1
C 1.59957 -0.39076 -0.00774
C -1.05644 0.74964 -0.25400
C -1.61078 -0.54756 -0.86158
C -1.97461 0.30331 1.03292
H 2.41428 -1.28949 1.53214
H 2.82794 0.58060 1.75686
H 1.03414 -0.90738 -1.74684
H -1.40074 1.69001 -0.54517
H -0.70542 -1.07592 -1.27109
H -2.48088 -0.15628 -1.54714
H -2.85674 -1.49699 0.47160
H -3.04498 0.73714 0.94468
H -1.59344 0.34951 2.18723
N 1.97193 -0.36182 1.39805
N 1.74380 -1.23544 -0.95486
N -2.03264 -1.00907 0.33601
S 0.76736 1.19533 -0.41839
*
```

Gap between HOMO and LUMO, eV: 9.19
Largest force on an atom, eV Å⁻¹: 5.7
HOMO level, eV: -8.79
Energy above the lowest of the compared OMol25 structures with the same formula, charge and spin, kcal per mole: 109.7

Population analysis type Löwdin, resulting atomic charges in e:
1 C -0.802
2 C -0.496
3 C -0.299
4 C -0.136
5 H 0.055
6 H 0.236
7 H 0.070
8 H 0.028
9 H 0.083
10 H 0.152
11 H 0.081
12 H 0.114
13 H 0.140
14 N -0.034
15 N 0.047
16 N -0.093
17 S 0.853